Formula: C18H20ClMnN2O7Se2
Source: OMol25
Level of theory: ωB97M-V with the def2-TZVPD basis set

Last column: Löwdin spin population.
Cartesian coordinates (Å):
Mn  0.842  -1.237  0.284  4.6500
O  1.599  -0.651  -4.123  0.0010
C  0.317  -0.598  -4.512  0.0003
C  0.070  -0.464  -5.883  0.0000
C  -1.222  -0.412  -6.358  0.0003
C  -2.303  -0.491  -5.482  0.0001
C  -2.060  -0.618  -4.126  0.0006
C  -0.764  -0.671  -3.617  0.0012
C  -0.535  -0.795  -2.144  0.0068
O  0.692  -0.914  -1.752  0.0486
N  -1.586  -0.750  -1.370  0.0036
N  -1.186  -0.854  -0.025  0.0418
C  -2.107  -0.706  0.848  0.0260
C  -1.897  -0.732  2.296  0.0048
C  -3.012  -0.475  3.100  0.0027
C  -2.938  -0.443  4.475  0.0031
C  -1.696  -0.677  5.076  0.0036
C  -0.579  -0.937  4.322  0.0034
C  -0.626  -0.978  2.902  0.0108
O  0.451  -1.221  2.228  0.0671
H  1.582  -0.791  -3.144  0.0005
H  0.921  -0.408  -6.550  0.0000
H  -1.394  -0.312  -7.425  0.0000
H  -3.318  -0.455  -5.856  0.0000
H  -2.875  -0.676  -3.417  0.0002
H  -3.122  -0.522  0.479  0.0028
H  -3.963  -0.294  2.607  0.0002
H  -3.818  -0.242  5.072  0.0002
H  -1.612  -0.658  6.158  0.0002
H  0.379  -1.131  4.790  0.0001
C  0.264  4.371  -0.565  0.0004
Se  -0.324  2.526  -0.426  0.0024
C  0.070  2.321  1.473  0.0011
C  1.547  2.380  1.818  0.0030
Se  2.635  1.088  0.844  0.0299
C  3.405  0.253  2.421  0.0021
H  -0.343  5.009  0.075  0.0001
H  0.132  4.666  -1.603  0.0000
H  1.316  4.460  -0.305  0.0000
H  -0.366  1.364  1.763  0.0006
H  -0.469  3.112  1.999  0.0000
H  1.699  2.145  2.872  0.0001
H  1.957  3.371  1.627  0.0007
H  2.606  -0.214  2.991  0.0000
H  3.951  0.990  3.005  0.0006
H  4.078  -0.520  2.059  0.0000
O  3.077  -4.187  1.416  0.0038
Cl  2.741  -3.476  0.219  0.0061
O  3.488  -3.957  -0.903  0.0048
O  3.001  -2.029  0.408  0.0327
O  1.297  -3.563  -0.042  0.0319

Calculated total energy in hartree: -7748.0791
Spin multiplicity: 6
Net charge: -1
HOMO-LUMO gap (alpha / beta) in hartree: 0.2647 / 0.2680
Energy relative to the best compared isomer or geometry (same formula, charge and spin) in kcal/mol: 0.0
Highest occupied orbital energy (alpha / beta) in eV: -4.93 / -5.03

Formula: C45H50Br54FNO6P2S4
Source: OMol25
Level of theory: ωB97M-V with the def2-TZVPD basis set

Last column: Mulliken charge in e.
Cartesian coordinates (Å):
C  6.642  -4.633  1.788  -0.7023
C  6.181  -4.465  0.340  0.8134
O  5.588  -5.284  -0.206  -0.4293
O  6.491  -3.196  -0.296  -0.5318
C  5.454  -2.303  0.214  -0.5661
C  5.484  -0.961  -0.515  0.0003
C  5.322  0.300  0.328  -1.8466
C  3.883  0.604  0.861  2.3881
C  2.788  0.613  -0.213  -3.2914
C  2.236  -0.800  -0.666  0.8870
C  0.717  -0.647  -0.945  -1.4082
S  -0.350  -1.589  0.199  0.1746
C  -1.912  -0.869  -0.257  -0.1751
S  -1.985  0.048  -1.583  -0.1215
N  -3.114  -1.005  0.516  1.1172
C  -3.403  -2.295  1.085  -0.0590
C  -3.407  -3.501  0.392  -1.3444
C  -3.700  -4.669  1.011  -2.3907
C  -3.999  -4.701  2.330  -1.0866
C  -4.020  -3.545  3.012  -1.2303
C  -3.729  -2.375  2.391  1.8468
C  -3.094  -0.016  1.547  -1.5395
C  -4.295  0.433  1.978  0.5479
C  -4.401  1.323  2.972  -0.9547
C  -3.267  1.789  3.560  -0.6507
C  -2.074  1.374  3.123  -1.1836
C  -1.983  0.477  2.122  0.6530
C  3.514  0.114  2.299  1.5542
C  2.546  -1.054  2.481  0.8211
C  3.160  -2.443  2.445  -0.4020
O  3.993  -2.832  3.155  -0.4253
O  2.653  -3.335  1.513  -0.4781
P  4.958  0.068  3.530  0.2573
S  4.332  -0.420  5.315  -0.1961
O  2.731  1.192  2.883  -0.4059
C  3.322  2.399  2.625  -0.5267
O  3.296  3.355  3.256  -0.4353
C  4.079  2.124  1.268  0.8484
F  5.387  2.548  1.579  -0.4009
P  3.450  3.490  0.127  -0.0138
S  1.587  3.983  0.543  -0.2155
H  5.792  -5.002  2.355  0.2242
H  7.392  -5.427  1.775  0.4597
H  7.090  -3.741  2.215  -0.0647
H  5.508  -2.203  1.296  -0.4280
H  4.505  -2.757  -0.061  1.3796
H  4.832  -0.976  -1.382  -0.7418
H  6.494  -0.907  -0.940  0.5837
H  6.090  0.302  1.099  0.5283
H  5.570  1.126  -0.343  0.7540
H  3.235  1.057  -1.100  0.4113
H  1.921  1.181  0.122  0.4457
H  2.669  -1.053  -1.634  0.1183
H  2.478  -1.635  -0.012  0.0032
H  0.424  0.402  -0.955  0.7721
H  0.499  -1.016  -1.949  0.0370
H  -3.151  -3.540  -0.654  1.3122
H  -3.692  -5.601  0.489  1.2460
H  -4.234  -5.603  2.847  1.0346
H  -4.299  -3.572  4.099  0.3159
H  -3.777  -1.492  2.991  -0.5020
H  -5.211  0.065  1.536  0.5747
H  -5.348  1.671  3.349  0.5097
H  -3.290  2.483  4.382  0.5755
H  -1.161  1.724  3.579  0.5966
H  -1.004  0.151  1.812  0.3833
H  1.682  -1.008  1.820  -1.2026
H  2.126  -0.936  3.485  0.7909
H  1.698  -3.342  1.673  0.3698
H  5.797  -0.979  3.092  -0.4673
H  5.595  1.316  3.663  0.0840
H  3.475  3.152  -1.240  0.0170
H  4.201  4.676  0.274  0.2045
C  5.844  4.949  5.897  -0.3144
Br  4.540  6.042  6.797  -0.0150
Br  7.610  5.190  6.633  -0.0396
Br  5.326  3.094  5.877  0.0990
H  5.881  5.281  4.869  0.2923
C  0.227  4.811  -3.592  -0.4010
Br  -1.074  6.032  -2.853  -0.0360
Br  1.961  5.040  -2.780  -0.0047
Br  -0.354  2.973  -3.536  0.0877
H  0.331  5.080  -4.632  0.3698
C  -7.954  -6.313  2.729  -0.4608
Br  -9.329  -5.689  1.534  0.0642
Br  -7.206  -7.994  2.155  -0.0435
Br  -6.582  -4.973  2.980  0.1892
H  -8.419  -6.486  3.689  0.3529
C  4.328  -3.056  -3.931  -0.2901
Br  5.139  -3.562  -2.242  0.2513
Br  4.913  -1.286  -4.447  -0.0606
Br  4.642  -4.352  -5.326  -0.0518
H  3.255  -3.006  -3.778  0.2140
C  -0.826  9.424  -0.484  -0.1807
Br  0.525  8.266  0.267  0.0968
Br  -2.185  9.966  0.773  0.0675
Br  -0.019  10.965  -1.319  -0.0509
H  -1.323  8.865  -1.263  0.1094
C  -12.211  -4.453  -1.427  -0.3728
Br  -12.669  -2.998  -0.249  -0.0550
Br  -10.376  -4.349  -2.008  0.0008
Br  -12.622  -6.165  -0.640  -0.0467
H  -12.827  -4.355  -2.308  0.4048
C  -0.621  -7.549  -0.027  -0.4409
Br  -1.275  -5.786  0.401  0.2276
Br  1.012  -7.948  0.883  -0.0245
Br  -1.969  -8.888  0.313  -0.0615
H  -0.417  -7.567  -1.084  0.3929
C  -5.732  -0.880  -2.767  -0.2969
Br  -6.017  -1.400  -4.602  -0.0256
Br  -7.379  -0.382  -1.897  0.0883
Br  -4.801  -2.237  -1.769  0.1813
H  -5.098  -0.003  -2.779  0.2747
C  0.508  -2.285  -6.246  -0.5358
Br  -0.538  -1.709  -4.728  0.0909
Br  2.163  -1.299  -6.384  0.1440
Br  0.792  -4.188  -6.244  -0.0290
H  -0.070  -2.060  -7.131  0.3920
C  3.590  1.974  -8.259  -0.3878
Br  4.358  1.388  -6.591  0.0013
Br  4.210  3.729  -8.755  -0.0579
Br  3.877  0.688  -9.661  0.0287
H  2.522  2.046  -8.107  0.3664
C  -5.421  8.315  3.513  -0.3161
Br  -5.325  6.401  3.554  0.0196
Br  -4.081  9.128  4.633  -0.0239
Br  -5.338  8.980  1.713  -0.0380
H  -6.384  8.596  3.913  0.3355
C  5.937  -3.176  8.054  -0.4084
Br  5.841  -3.879  6.265  0.0413
Br  7.023  -1.587  8.138  -0.0137
Br  4.184  -2.883  8.796  -0.0172
H  6.421  -3.924  8.665  0.3679
C  9.832  -1.727  1.554  -0.3661
Br  9.722  -2.395  -0.246  -0.0343
Br  10.915  -0.141  1.666  -0.0477
Br  8.079  -1.443  2.323  0.2280
H  10.317  -2.488  2.147  0.4246
C  2.963  12.140  1.431  -0.2669
Br  3.741  11.128  -0.013  -0.0226
Br  2.132  10.995  2.735  -0.0091
Br  4.245  13.330  2.239  -0.0481
H  2.184  12.754  1.004  0.3229
C  -11.216  1.532  -1.889  -0.3930
Br  -11.348  -0.374  -1.628  0.0934
Br  -9.723  2.277  -0.929  -0.0321
Br  -11.161  1.994  -3.757  -0.0043
H  -12.112  1.971  -1.477  0.3538
C  -8.787  0.458  -7.572  -0.3338
Br  -8.280  -0.873  -8.870  -0.0331
Br  -9.726  -0.319  -6.081  0.0152
Br  -7.277  1.507  -6.997  -0.0129
H  -9.473  1.134  -8.061  0.3411
C  -3.933  -1.015  7.010  -0.4162
Br  -4.183  -1.784  5.256  0.2777
Br  -2.359  0.093  7.079  -0.0436
Br  -5.503  -0.068  7.608  -0.0378
H  -3.776  -1.834  7.696  0.3794
C  1.873  -0.675  -13.537  -0.3302
Br  3.365  -1.816  -13.111  -0.0148
Br  0.529  -0.715  -12.156  0.0037
Br  2.440  1.123  -13.928  0.0000
H  1.418  -1.068  -14.434  0.3321

Calculated total energy in hartree: -143622.5839
HOMO-LUMO gap in hartree: 0.2892
Highest occupied orbital energy in eV: -8.54

Formula: C5H12O
Source: OMol25
Level of theory: ωB97M-V with the def2-TZVPD basis set

Last column: Mulliken charge in e.
Cartesian coordinates (Å):
C  0.388  2.224  -0.920  -1.1282
C  0.914  1.604  0.381  -0.1891
C  0.012  0.535  0.894  -0.5066
O  0.531  -0.562  1.349  -0.2630
C  -0.073  -1.616  1.818  -0.6065
C  -0.764  -1.899  -1.196  -0.7426
H  1.014  3.066  -1.234  0.3496
H  -0.634  2.601  -0.790  0.2824
H  0.371  1.488  -1.730  0.2876
H  1.045  2.405  1.125  0.2808
H  1.906  1.168  0.216  0.2487
H  -1.068  0.650  0.979  0.4886
H  -0.569  -0.943  -0.699  -0.0170
H  -1.157  -1.630  1.853  0.3480
H  0.563  -2.457  2.037  0.2991
H  -1.626  -2.390  -0.738  0.2559
H  0.114  -2.542  -1.097  0.2767
H  -0.967  -1.702  -2.250  0.3355

Calculated total energy in hartree: -272.8076
HOMO-LUMO gap (alpha / beta) in hartree: 0.2927 / 0.3009
Energy relative to the best compared isomer or geometry (same formula, charge and spin) in kcal/mol: 88.5
Highest occupied orbital energy (alpha / beta) in eV: -6.99 / -7.20